one:
{"formula": "C6H14O", "method": "the ωB97M-V functional and the def2-TZVPD basis", "elements": ["C", "O", "C", "C", "C", "C", "C", "H", "H", "H", "H", "H", "H", "H", "H", "H", "H", "H", "H", "H", "H"], "xyz": [[-0.5484, 2.5314, -0.1003], [-0.4113, 1.4240, -1.1082], [-0.7144, 0.0212, -1.0232], [0.1510, -0.7244, 0.0223], [-0.4038, -2.1333, 0.2206], [1.5993, -0.7374, -0.4856], [0.0393, 0.1032, 1.2921], [-0.2477, 2.5659, 0.9786], [-1.5851, 2.8596, -0.0807], [0.1380, 3.2419, -0.5382], [-0.4513, -0.4215, -2.0031], [-1.7887, -0.1954, -0.8720], [-1.4172, -2.0856, 0.6405], [0.2171, -2.7081, 0.9175], [-0.4549, -2.6836, -0.7268], [1.8901, 0.2710, -0.8054], [1.7111, -1.4071, -1.3482], [2.3011, -1.0662, 0.2906], [-0.1831, 1.0868, 0.9429], [0.9642, 0.2287, 1.8590], [-0.8053, -0.1709, 1.9276]], "mulliken_charge": [-0.798, -0.383, -0.868, 2.023, -1.852, -1.674, -0.815, 0.279, 0.297, 0.295, 0.345, 0.344, 0.434, 0.397, 0.377, 0.363, 0.383, 0.406, -0.302, 0.382, 0.367], "homo_lumo_gap_ev": 10.59, "charge": 0}

***

two:
{"formula": "C6H14O", "method": "the ωB97M-V functional and the def2-TZVPD basis", "elements": ["C", "O", "C", "C", "C", "C", "C", "H", "H", "H", "H", "H", "H", "H", "H", "H", "H", "H", "H", "H", "H"], "xyz": [[-0.8405, -1.0288, -1.7159], [-0.1481, -0.0724, -2.5270], [-1.6196, -0.3146, -0.6279], [-0.8162, 0.6401, 0.2699], [0.6857, 0.3659, 0.4606], [1.3102, 1.5809, 1.1138], [0.8922, -0.8813, 1.3353], [-0.2122, -1.8322, -1.3227], [-1.5530, -1.5339, -2.3757], [0.6524, -0.4804, -2.8728], [-1.9880, -1.1160, 0.0223], [-2.4757, 0.1473, -1.1128], [-0.9072, 1.6731, -0.0875], [-1.2482, 0.6083, 1.2736], [1.1019, 0.1126, -0.5062], [2.3716, 1.4619, 1.3593], [0.7985, 1.7650, 2.0569], [1.2366, 2.4554, 0.4742], [0.4148, -1.7746, 0.9180], [0.3959, -0.7596, 2.2986], [1.9489, -1.0168, 1.5660]], "mulliken_charge": [-0.603, -0.549, -0.648, -0.922, 1.017, -1.585, -1.481, 0.288, 0.405, 0.304, 0.284, 0.378, 0.381, 0.379, 0.173, 0.404, 0.324, 0.397, 0.327, 0.352, 0.375], "homo_lumo_gap_ev": 11.03, "charge": 0}

***

three:
{"formula": "C6H14O", "method": "the ωB97M-V functional and the def2-TZVPD basis", "elements": ["C", "C", "C", "C", "C", "C", "H", "H", "H", "H", "H", "H", "H", "H", "H", "H", "H", "H", "H", "H", "O"], "xyz": [[-1.2741, 0.0953, -2.6823], [-0.1368, 1.1124, -2.5812], [0.2646, 1.4719, -1.1673], [1.0949, 0.4198, -0.4363], [1.8010, -0.5152, -1.0527], [1.1490, 0.6483, 1.0609], [-1.3426, -0.2546, -3.7074], [-2.1837, 0.4771, -2.2184], [-0.9869, -0.7619, -2.0710], [0.6920, 0.6982, -3.1371], [-0.3078, 1.9795, -3.2163], [0.9865, 2.2939, -1.1518], [-0.6332, 1.6596, -0.5850], [2.5064, -1.2069, -0.6068], [1.7539, -0.6627, -2.1240], [1.9764, 0.2612, 1.6290], [1.0085, 1.7372, 1.1190], [0.1305, 0.4128, 1.3936], [-2.7999, -2.1681, 5.6414], [-2.3536, -3.4708, 5.3933], [-1.9370, -2.6022, 5.5179]], "mulliken_charge": [-1.082, -0.674, -0.539, 0.910, -1.087, -1.366, 0.338, 0.323, 0.284, 0.313, 0.387, 0.338, 0.326, 0.326, 0.160, 0.386, 0.340, 0.318, 0.316, 0.316, -0.632], "homo_lumo_gap_ev": 10.04, "charge": 0}

***

four:
{"formula": "C6H14O", "method": "the ωB97M-V functional and the def2-TZVPD basis", "elements": ["C", "C", "C", "C", "C", "O", "C", "H", "H", "H", "H", "H", "H", "H", "H", "H", "H", "H", "H", "H", "H"], "xyz": [[-2.9429, 0.0833, -0.7243], [-2.0954, 0.0625, 0.3016], [-1.1858, -1.0889, 0.6394], [0.2425, -0.6770, 1.0050], [1.0186, -0.0433, -0.1366], [2.3238, 0.2069, 0.3276], [3.1396, 0.8127, -0.6381], [-3.0235, -0.7584, -1.4106], [-0.7947, 0.9771, -3.1680], [-3.5965, 0.9301, -0.9181], [-2.0480, 0.9277, 0.9670], [-1.6129, -1.6252, 1.4997], [-1.1768, -1.8012, -0.1969], [-0.9181, 0.6838, -2.4951], [0.8004, -1.5574, 1.3434], [0.2282, 0.0271, 1.8469], [1.0416, -0.7196, -1.0112], [0.5405, 0.8947, -0.4702], [3.2506, 0.1800, -1.5333], [4.1231, 0.9603, -0.1847], [2.7407, 1.7900, -0.9538]], "mulliken_charge": [-0.926, 0.003, -0.526, -0.607, -0.406, -0.333, -0.724, 0.298, 0.263, 0.261, 0.290, 0.298, 0.299, -0.269, 0.311, 0.262, 0.354, 0.315, 0.293, 0.254, 0.290], "homo_lumo_gap_ev": 10.82, "charge": 0}

***

Last place for stability: four

***

one:
{"formula": "C2H4N2P2", "method": "the ωB97M-V functional and the def2-TZVPD basis", "elements": ["C", "C", "N", "N", "P", "P", "H", "H", "H", "H"], "xyz": [[1.8612, -0.9760, 0.0305], [0.2615, 1.2505, 0.1001], [0.8199, -1.5826, 0.1140], [-0.6407, 0.3602, 0.3122], [1.9543, 0.9391, 0.0966], [-2.3257, 0.3637, 0.1097], [2.7813, -1.3944, -0.1614], [0.2280, 2.2406, -0.2026], [-2.7886, -0.8820, 0.8670], [-2.1512, -0.3190, -1.2660]], "mulliken_charge": [-0.147, -0.029, -0.326, -0.320, -0.101, -0.139, 0.445, 0.437, 0.094, 0.085], "homo_lumo_gap_ev": [6.05, 7.51], "charge": 0}

***

two:
{"formula": "C2H4N2P2", "method": "the ωB97M-V functional and the def2-TZVPD basis", "elements": ["C", "C", "N", "N", "P", "P", "H", "H", "H", "H"], "xyz": [[1.7771, -1.0440, -0.0609], [-1.6830, 0.3576, 0.0669], [2.0671, 1.9776, -0.3883], [-0.4170, -0.2620, -0.0242], [0.2174, -1.7704, 0.2613], [1.3083, 0.6569, -0.3798], [2.7101, -1.4539, 0.3287], [-2.3201, -0.0710, 0.8121], [-1.3574, 1.3571, 0.2873], [-2.3025, 0.2521, -0.9031]], "mulliken_charge": [-0.459, -0.558, -0.529, -0.028, 0.007, 0.472, 0.360, 0.270, 0.263, 0.202], "homo_lumo_gap_ev": [7.39, 7.38], "charge": 0}

***

three:
{"formula": "C2H4N2P2", "method": "the ωB97M-V functional and the def2-TZVPD basis", "elements": ["C", "C", "N", "N", "P", "P", "H", "H", "H", "H"], "xyz": [[-1.1446, 0.9749, 0.5500], [0.6128, 0.9655, 1.9389], [-0.0211, 0.7513, -0.0972], [1.0816, 0.9821, 0.6958], [-1.0827, 1.2875, 2.1845], [-0.2058, -0.3054, -1.7724], [-1.9038, 0.8779, -0.0946], [1.3311, 1.2712, 2.6411], [-0.9054, 0.6088, -2.5997], [1.0274, 0.0752, -1.9074]], "mulliken_charge": [-0.123, -0.268, 0.159, -0.581, -0.238, 0.060, 0.413, 0.409, 0.085, 0.085], "homo_lumo_gap_ev": 8.41, "charge": 0}

***

Last place for stability: one

***

one:
{"formula": "C2H2", "method": "the ωB97M-V functional and the def2-TZVPD basis", "elements": ["C", "C", "H", "H"], "xyz": [[-0.3235, 0.5966, 0.0359], [0.3021, -0.5987, -0.0286], [-0.8073, 1.5178, 0.1085], [0.7424, -1.5346, -0.0231]], "mulliken_charge": [-0.374, -0.386, 0.380, 0.380], "homo_lumo_gap_ev": 11.49, "charge": 0}

***

two:
{"formula": "C2H2", "method": "the ωB97M-V functional and the def2-TZVPD basis", "elements": ["C", "C", "H", "H"], "xyz": [[0.6252, -0.0909, -0.0547], [-0.5867, -0.1617, 0.0049], [1.7036, 0.0565, 0.0887], [-1.7421, 0.1961, -0.0389]], "mulliken_charge": [-0.283, -0.303, 0.328, 0.259], "homo_lumo_gap_ev": 12.03, "charge": 0}

***

Last place for stability: one